Entry 1:
The following is a quantum chemistry calculation of a molecular structure, C41H34N9OPRu, from OMol25.

```
87
C41H34N9OPRu | OMol25 | wB97M-V/def2-TZVPD
Ru -0.0276 0.2576 0.2387
C 0.9740 5.3914 0.5478
C 0.5807 4.1824 1.1232
N 1.1191 3.0370 0.7412
C 2.0970 3.0541 -0.1689
C 2.4720 4.2800 -0.7601
N 1.8864 5.3880 -0.4020
C 2.7978 1.7947 -0.4158
C 4.1741 1.8283 -0.5191
C 4.9382 0.6411 -0.4918
C 4.1945 -0.5365 -0.4795
C 2.8043 -0.5161 -0.4091
N 2.0811 0.6462 -0.3630
C 2.0659 -1.7316 -0.1931
C 2.4918 -3.0091 -0.6184
N 1.8779 -4.0869 -0.2381
C 0.8363 -4.0011 0.5851
C 0.3383 -2.7631 0.9435
N 0.9080 -1.6267 0.5298
C 6.4008 0.6626 -0.3657
C 7.1504 -0.5160 -0.2349
C 8.5234 -0.4297 -0.0452
N 9.1072 0.7332 0.0017
C 8.4757 1.8666 -0.1132
C 7.1008 1.8768 -0.3054
H 0.5508 6.3406 0.8396
H -0.1707 4.1532 1.8973
H 3.2200 4.3321 -1.5395
H 4.6491 2.7928 -0.5545
H 4.6715 -1.4989 -0.4412
H 3.3223 -3.1222 -1.3040
H 0.4115 -4.9262 0.9399
H -0.5229 -2.6886 1.5938
H 6.7162 -1.5007 -0.2664
H 9.1447 -1.3073 0.0700
H 9.0507 2.7802 -0.0512
H 6.6174 2.8341 -0.3947
O 0.9025 0.6647 2.8155
N -0.3828 0.2476 2.4828
C -0.8439 -0.7307 3.1730
C -2.1324 -1.3484 2.9596
C -2.7099 -1.9640 4.0808
C -3.9665 -2.5346 4.0256
C -4.6873 -2.4940 2.8415
C -4.1233 -1.9274 1.7079
C -2.8422 -1.3773 1.7357
P -2.1444 -0.8843 0.1162
C -3.6068 -0.2529 -0.7576
C -3.9544 -0.7450 -2.0157
C -5.1523 -0.3658 -2.5957
C -6.0013 0.5085 -1.9349
C -5.6371 1.0327 -0.7030
C -4.4467 0.6569 -0.1100
C -1.7843 -2.3871 -0.8485
C -2.3739 -3.6287 -0.6379
C -2.1250 -4.6602 -1.5302
C -1.3107 -4.4528 -2.6325
C -0.7040 -3.2198 -2.8337
C -0.9241 -2.1931 -1.9345
H 0.9810 1.5999 2.5422
H -0.2721 -1.0889 4.0298
H -2.1668 -1.9581 5.0132
H -4.3802 -3.0050 4.9034
H -5.6815 -2.9118 2.7945
H -4.6907 -1.9242 0.7887
H -3.3094 -1.4416 -2.5324
H -5.4263 -0.7696 -3.5576
H -6.9479 0.7873 -2.3701
H -6.3011 1.7104 -0.1918
H -4.1749 1.0438 0.8613
H -3.0240 -3.7904 0.2110
H -2.5842 -5.6253 -1.3805
H -1.1476 -5.2556 -3.3344
H -0.0698 -3.0692 -3.6932
H -0.4472 -1.2095 -2.0599
C -1.0877 2.3984 -2.3920
C -1.6298 2.6610 -1.0438
N -1.2776 2.0002 0.0483
C -1.9868 2.5402 1.0892
C -2.7747 3.5408 0.6092
N -2.5289 3.6080 -0.7316
H -0.3651 1.5760 -2.3270
H -0.5916 3.2844 -2.7868
H -1.8843 2.1249 -3.0829
H -1.8817 2.1736 2.0923
H -3.4600 4.1982 1.0984
H -2.9699 4.2435 -1.3805
```

Its charge is +3. As for the LUMO energy (spin up / spin down): -8.905 / -11.033 eV. The value obtained for the molar mass is 800.829 u. Its spin multiplicity is 6.


Entry 2:
The following is a quantum chemistry calculation of a molecular structure, C41H35Br15N6O12, from OMol25.

```
109
C41H35Br15N6O12 | OMol25 | wB97M-V/def2-TZVPD
C -9.8398 -18.3707 11.6566
C -9.9892 -18.3062 13.0665
C -9.3379 -17.4168 13.8537
C -8.6589 -16.3268 13.2109
C -8.6662 -16.2265 11.8076
C -9.2065 -17.2700 11.0408
N -7.8399 -15.3076 14.0109
O -7.9228 -15.3727 15.2279
O -7.2483 -14.3945 13.3633
H -10.2756 -19.0891 10.9781
H -10.4918 -19.1661 13.4840
H -9.1939 -17.5108 14.9199
H -8.1363 -15.4170 11.3276
H -9.1050 -17.2494 9.9658
C -8.7452 -10.7988 13.0873
C -8.9124 -9.4507 12.7383
C -9.9636 -9.1867 11.8504
C -10.8962 -10.1746 11.5449
C -10.7454 -11.4679 12.0293
C -9.6304 -11.7949 12.7284
N -12.1371 -9.9284 10.7504
O -12.2307 -8.8687 10.1279
O -13.0526 -10.7465 10.8057
H -7.9231 -11.1094 13.7151
H -8.1819 -8.6860 12.9572
H -10.1132 -8.1442 11.6110
H -11.4491 -12.2574 11.8103
H -9.4174 -12.8016 13.0563
C -3.4869 -15.8963 17.7620
C -3.1659 -14.5375 17.4359
C -4.1866 -13.5537 17.2955
C -5.5038 -13.9989 17.3575
C -5.8517 -15.3072 17.7326
C -4.8426 -16.2531 17.8911
N -6.5973 -12.9321 17.2059
O -7.6960 -13.1752 17.6510
O -6.3343 -11.8915 16.6259
H -2.6871 -16.6121 17.8823
H -2.1365 -14.2129 17.4729
H -3.9202 -12.5488 17.0029
H -6.8592 -15.6678 17.8781
H -5.1364 -17.2619 18.1412
C -12.9972 -12.0375 20.1284
C -14.0699 -11.2733 19.5949
C -15.2538 -11.9223 19.1511
C -15.3597 -13.3387 19.1624
C -14.2917 -14.0617 19.7291
C -13.1302 -13.4474 20.1757
N -16.6455 -14.0154 18.7487
O -17.7229 -13.4313 18.9112
O -16.5860 -15.0250 18.0754
H -12.1249 -11.4776 20.4316
H -14.0292 -10.2040 19.4491
H -16.0784 -11.3754 18.7183
H -14.3918 -15.1362 19.7718
H -12.3068 -14.0072 20.5942
C -15.7694 -18.6239 19.9269
C -16.8932 -19.4043 19.7350
C -17.4221 -19.5635 18.4553
C -16.9662 -18.7932 17.4300
C -15.7850 -17.9991 17.5965
C -15.1914 -17.9509 18.8577
N -17.7009 -18.6831 16.1706
O -18.8132 -19.1275 16.1541
O -17.2772 -18.0349 15.2057
H -15.3432 -18.5649 20.9175
H -17.2653 -19.9015 20.6186
H -18.1031 -20.3883 18.3057
H -15.4268 -17.4326 16.7496
H -14.2668 -17.4262 19.0478
C -8.0015 -9.1273 17.1001
C -9.0189 -8.5018 16.3684
C -10.2328 -8.1228 16.9439
C -10.4925 -8.5931 18.2077
C -9.5583 -9.3686 18.9372
C -8.2873 -9.5359 18.4418
N -11.7516 -8.3056 18.8473
O -12.6690 -7.9681 18.1661
O -11.7585 -8.2318 20.0997
H -7.0352 -9.2848 16.6441
H -8.8282 -8.2473 15.3363
H -11.0702 -7.5566 16.5638
H -9.8220 -9.7419 19.9157
H -7.5787 -10.0771 19.0514
C -9.6132 -13.5400 22.6490
Br -10.7285 -11.9286 23.0003
Br -9.1143 -13.5043 20.6957
Br -10.5716 -15.1766 23.1921
H -8.7410 -13.5119 23.3023
C -15.6901 -14.6592 14.8810
Br -14.8457 -15.8778 13.4397
Br -17.1205 -13.5932 14.1126
Br -14.2274 -13.4982 15.5853
H -15.9568 -15.2623 15.7489
C -14.7474 -8.4652 13.9027
Br -15.2031 -7.8442 12.0518
Br -12.9448 -7.7249 14.5014
Br -14.6309 -10.4523 13.8799
H -15.5301 -8.2867 14.6401
C -10.5620 -13.3039 16.1599
Br -11.4296 -11.4833 16.2468
Br -11.1570 -14.3650 14.6194
Br -10.9663 -14.4943 17.7630
H -9.4882 -13.1168 16.1532
C -11.1186 -19.8422 20.3889
Br -12.8520 -20.0168 21.4747
Br -10.5612 -17.9331 20.2165
Br -11.4805 -20.3679 18.5581
H -10.3001 -20.3898 20.8562
```

Its charge is 0. As for the relative energy (zero: lowest compared OMol25 entry of this formula, charge and spin): 1.2319 eV. As for the LUMO energy: -1.108 eV. The value obtained for the molar mass is 2002.321 u.


Entry 3:
The following is a quantum chemistry calculation of a molecular structure, C41H35BrCl2IN8O5SiY, from OMol25.

```
95
C41H35BrCl2IN8O5SiY | OMol25 | wB97M-V/def2-TZVPD
Y -1.1236 -0.7144 -1.3071
Cl 0.2973 -2.1327 5.5411
C -0.6404 -1.7835 4.1506
C -0.2347 -2.3461 2.9319
C -0.8876 -2.0030 1.7050
N -0.4067 -2.2385 0.4415
C 0.4170 -3.2822 0.1788
O 0.8600 -4.0779 1.0290
C 0.8124 -3.4715 -1.2334
C 1.6291 -4.5750 -1.5121
C 2.2365 -4.6494 -2.7477
C 2.0226 -3.6239 -3.6584
C 1.1630 -2.5732 -3.3505
N 0.4951 -2.5335 -2.1748
C -2.0881 -1.2083 1.7748
C -2.5610 -0.7197 3.0363
C -1.7863 -0.8676 4.1761
Cl -2.1819 0.0536 5.5709
N -2.6522 -0.8221 0.5812
C -4.0038 -0.7372 0.4789
O -4.8090 -0.8586 1.4204
C -4.5455 -0.4932 -0.8506
C -5.9275 -0.6023 -0.9732
C -6.5134 -0.4216 -2.2206
C -5.6793 -0.0927 -3.2860
C -4.3156 -0.0020 -3.0970
N -3.7333 -0.2697 -1.9169
H 0.5625 -3.0806 2.8706
H 1.7825 -5.3552 -0.7783
H 2.8679 -5.5060 -2.9842
H 2.4814 -3.5808 -4.6354
H 1.0014 -1.7639 -4.0598
H -3.5233 -0.2316 3.0444
H -6.4814 -0.8478 -0.0892
H -7.5886 -0.4907 -2.3360
H -6.0506 0.0579 -4.2830
H -3.6745 0.2727 -3.9257
C -2.7966 2.7248 -1.2899
O -1.8284 2.0648 -0.4847
C -1.3156 2.8145 0.5370
C -1.6362 4.1383 0.8204
C -1.0525 4.7858 1.9139
Br -1.5381 6.5871 2.2929
C -0.1829 4.1467 2.7912
C 0.1857 2.8009 2.4668
C -0.3759 2.1350 1.3577
O -0.0288 0.8910 1.0121
C 1.0787 2.0414 3.3556
N 1.5742 0.8294 3.0784
C 2.4079 0.4604 4.1376
C 3.0892 -0.7217 4.3765
C 3.8132 -0.7559 5.5605
C 3.8862 0.2950 6.4853
C 3.1632 1.4821 6.2733
C 2.4252 1.5250 5.0797
N 1.6012 2.5128 4.5446
H -2.3524 3.5827 -1.8314
H -3.6759 3.0463 -0.6960
H -3.1027 1.9385 -2.0163
H -2.3242 4.6633 0.1681
H 0.2357 4.6357 3.6531
H 0.6999 0.6003 1.6787
H 3.0491 -1.5361 3.6790
H 4.4208 -1.6051 5.8110
H 4.4910 0.1337 7.3566
H 3.1822 2.2850 6.9850
H 1.2288 3.3601 5.0094
I -2.2126 -2.8015 -4.0430
C -1.5497 -0.7711 -4.6684
C -1.6692 -0.5306 -6.0208
C -1.2815 0.7294 -6.5033
C -0.9344 1.6990 -5.5610
C -0.8616 1.3855 -4.2190
N -1.1195 0.1256 -3.7644
H -1.9865 -1.3246 -6.6924
H -1.2593 0.9162 -7.5706
H -0.6735 2.6944 -5.8683
H -0.5095 2.1019 -3.4825
C 4.1136 1.4765 -0.0682
Si 3.6232 -0.2328 -0.6059
C 4.2590 -0.7985 -2.2556
C 3.6976 -1.4737 0.7667
O 1.9468 -0.0032 -0.8107
H 5.2066 1.5787 0.1494
H 3.5587 1.7394 0.8550
H 3.8349 2.1945 -0.8838
H 5.3682 -0.7071 -2.3045
H 3.8422 -0.1391 -3.0496
H 3.9841 -1.8391 -2.5064
H 4.6165 -1.3061 1.3698
H 3.7422 -2.5045 0.3738
H 2.8330 -1.4053 1.4514
N 1.4284 1.7092 -2.2990
C 1.1454 0.6383 -1.6701
H 1.3149 2.5589 -1.7365
```

Its charge is 0. As for the relative energy (zero: lowest compared OMol25 entry of this formula, charge and spin): 1.4350 eV. As for the LUMO energy: -0.760 eV. The value obtained for the molar mass is 1114.488 u.


Entry 4:
The following is a quantum chemistry calculation of a molecular structure, C41H35ClFMgN6O7, from OMol25.

```
92
C41H35ClFMgN6O7 | OMol25 | wB97M-V/def2-TZVPD
Mg -0.7339 2.2612 -0.0154
C -0.3084 1.9935 4.4077
C -1.6389 2.2596 4.8155
C -2.6120 2.4369 3.8806
C -2.3003 2.3534 2.4938
N -0.9758 2.1927 2.1054
C -0.0530 1.9895 3.0607
C -3.2808 2.3585 1.4658
C -4.6747 2.5455 1.6939
C -5.5549 2.4819 0.6573
C -5.0870 2.2324 -0.6559
C -3.7318 2.0829 -0.8209
N -2.8345 2.1397 0.1734
H 0.4901 1.8342 5.1178
H -1.8856 2.3191 5.8690
H -3.6298 2.6261 4.1928
H 0.9613 1.8324 2.7038
H -5.0349 2.7476 2.6930
H -6.6126 2.6316 0.8397
H -5.7549 2.1820 -1.5036
H -3.3121 1.9251 -1.8104
O -1.2970 9.3908 -0.3845
C -0.3772 8.7500 0.1529
O 0.6666 9.1217 0.7210
C -0.5490 7.2131 0.1007
C -1.6354 6.6156 -0.5095
C -1.7388 5.2281 -0.5492
N -0.8115 4.4230 -0.0357
C 0.2445 5.0176 0.5477
C 0.4163 6.3764 0.6556
C 1.3285 4.0935 1.0032
O 2.1675 4.3038 1.8152
O 1.3016 2.8641 0.2883
H -2.3872 7.2565 -0.9509
H -2.5921 4.7369 -1.0028
H 1.2823 6.8085 1.1382
F -0.4812 -3.9926 2.3498
C -0.4961 -3.6540 1.0334
C -0.4343 -2.3266 0.7211
C -0.4185 -1.9164 -0.6035
C -0.3661 -0.4732 -0.9165
O -0.2752 0.3425 0.0102
C -0.4094 -0.1319 -2.3067
C -0.4443 -1.1364 -3.2214
N -0.4572 -2.4559 -2.9374
C -0.4723 -3.4280 -4.0079
C 0.7262 -4.3094 -4.1876
C 0.4369 -3.2164 -5.1753
C -0.4779 -2.8743 -1.6121
C -0.5837 -4.2292 -1.2711
C -0.5738 -4.6612 0.0411
N -0.6786 -6.0411 0.2790
C 0.2964 -6.9192 -0.3786
C 1.5167 -7.1592 0.4891
N 1.0977 -7.7859 1.7673
C 0.1101 -6.9414 2.4909
C -1.0623 -6.5970 1.5842
C -0.3799 1.3047 -2.8317
O -0.1167 1.4467 -4.0200
O -0.6358 2.2148 -1.9759
H -0.3876 -1.5788 1.5047
H -0.4438 -0.8736 -4.2712
H -1.4440 -3.8646 -4.2036
H 0.5562 -5.3374 -4.4773
H 1.5513 -4.1523 -3.5057
H 0.0589 -3.4774 -6.1529
H 1.0815 -2.3488 -5.1545
H -0.7091 -4.9707 -2.0469
H 0.6056 -6.4962 -1.3326
H -0.1900 -7.8755 -0.5801
H 2.0149 -6.2205 0.7288
H 2.2338 -7.8441 0.0279
H 1.9502 -8.0114 2.3881
H 0.6753 -8.7504 1.5670
H 0.6369 -6.0544 2.8259
H -0.2131 -7.5219 3.3587
H -1.7350 -5.9147 2.0948
H -1.6184 -7.5150 1.3810
Cl 3.0713 -0.0508 -0.6094
C 4.1067 1.3241 -0.3165
C 5.4154 1.0765 0.0629
C 6.2606 2.1442 0.3232
C 5.7968 3.4458 0.2008
C 4.4856 3.6711 -0.1863
C 3.6160 2.6179 -0.4515
C 2.2020 2.8980 -0.8609
H 5.7603 0.0555 0.1513
H 7.2830 1.9540 0.6237
H 6.4496 4.2828 0.4095
H 4.1171 4.6858 -0.2808
H 1.8197 2.1486 -1.5444
H 2.1170 3.8696 -1.3482
```

Its charge is -1. As for the relative energy (zero: lowest compared OMol25 entry of this formula, charge and spin): 0.1207 eV. As for the LUMO energy (spin up / spin down): 1.346 / 1.344 eV. The value obtained for the molar mass is 802.522 u.


| no. | calculated total energy (a.u.) |
| --- | --- |
| 1 | -2586.04435 |
| 2 | -41424.27875 |
| 3 | -6517.73078 |
| 4 | -3198.90299 |